Entry from OMol25: a cluster of 11 separate species, C26H66BF4N3O7 in total at a distorted geometry (ωB97M-V with the def2-TZVPD basis set).

Each line ends with the Mulliken charge.
CARTESIAN COORDINATES (ANGSTROEM)
C1 1.588 -6.555 -3.813  -1.522
C2 2.133 -5.727 -2.615  -0.422
C3 1.379 -4.472 -2.281  -0.624
N1 1.715 -3.719 -1.023  1.487
C4 3.027 -3.429 -1.071  -1.179
C5 1.154 -4.584 0.043  -0.904
C6 0.167 -3.692 0.895  0.599
C7 -0.326 -2.573 -0.051  -0.097
C8 0.946 -2.464 -1.001  -1.444
H1 2.254 -7.436 -3.867  0.389
H2 1.594 -5.961 -4.642  0.456
H3 0.709 -7.165 -3.584  0.361
H4 3.222 -5.598 -2.880  0.347
H5 2.128 -6.313 -1.631  0.351
H6 0.236 -4.617 -2.178  0.397
H7 1.125 -3.783 -3.192  0.209
H8 3.398 -2.934 -0.206  0.430
H9 3.208 -2.816 -1.725  0.423
H10 3.736 -4.424 -1.151  0.311
H11 1.837 -4.971 0.830  0.313
H12 0.526 -5.310 -0.230  0.610
H13 0.796 -3.063 1.540  -0.730
H14 -0.727 -4.102 1.576  0.198
H15 -0.813 -1.713 0.410  -0.029
H16 -1.182 -2.989 -0.633  0.143
H17 1.497 -1.718 -0.724  0.964
H18 0.674 -1.949 -2.040  -0.292
B1 -0.202 1.707 0.664  0.535
F1 -1.288 0.939 0.607  -0.133
F2 0.520 1.432 1.878  -0.270
F3 0.607 1.608 -0.419  -0.275
F4 -0.554 3.089 0.645  -0.428
C9 -4.080 -0.597 -1.156  -0.192
C10 -4.408 -2.006 -0.703  0.251
N2 -4.620 -3.034 -0.289  -0.469
H19 -3.205 -0.291 -0.568  -0.254
H20 -3.940 -0.187 -2.125  0.536
H21 -4.923 0.198 -0.946  0.165
C11 2.817 3.867 1.926  -0.146
C12 4.246 3.678 2.479  0.122
N3 5.361 3.510 2.818  -0.472
H22 2.467 2.980 1.350  -0.108
H23 2.163 3.686 2.616  0.278
H24 2.791 4.610 1.170  0.256
C13 -0.274 2.475 6.571  -1.436
C14 -0.703 2.253 5.137  0.254
O1 0.190 3.001 4.352  -0.702
H25 -0.974 1.975 7.290  0.349
H26 -0.096 3.396 6.930  0.437
H27 0.668 1.898 6.835  0.300
H28 -1.455 2.746 5.015  0.490
H29 -0.532 1.310 4.634  -0.107
H30 0.164 2.690 3.333  0.225
C15 -5.096 3.312 -0.601  -1.755
C16 -3.793 3.276 0.219  0.419
O2 -3.094 4.360 0.177  -0.640
H31 -4.944 3.393 -1.546  0.447
H32 -5.774 4.047 -0.178  0.406
H33 -5.472 2.428 -0.351  0.482
H34 -3.358 2.323 -0.022  -0.174
H35 -4.150 3.061 1.235  0.374
H36 -2.118 4.222 0.421  0.410
C17 -2.744 -2.449 3.699  -1.320
C18 -2.925 -1.564 2.588  0.255
O3 -1.748 -0.726 2.714  0.003
H37 -2.562 -2.228 4.791  0.305
H38 -1.955 -3.457 3.484  0.045
H39 -3.504 -3.198 3.722  0.447
H40 -3.733 -0.850 2.388  0.407
H41 -3.003 -2.122 1.665  -0.048
H42 -1.724 -0.091 2.173  0.001
C19 2.602 -2.381 3.955  -1.562
C20 1.552 -1.442 3.507  0.764
O4 1.933 -0.977 2.254  -0.435
H43 2.518 -2.697 4.942  0.457
H44 3.639 -1.849 3.999  0.234
H45 2.598 -3.075 3.303  0.348
H46 1.385 -0.447 4.167  0.062
H47 0.492 -1.769 3.740  -0.149
H48 1.525 -0.135 2.078  0.149
C21 1.754 -1.128 -4.353  -0.840
C22 1.964 0.187 -3.540  -0.315
O5 3.275 0.544 -3.495  -0.606
H49 2.241 -2.148 -4.060  0.047
H50 2.066 -0.975 -5.431  0.414
H51 0.587 -1.218 -4.263  0.219
H52 1.658 0.224 -2.516  -0.033
H53 1.512 0.976 -3.794  1.024
H54 3.319 1.313 -3.111  0.260
C23 1.537 5.138 -1.562  -1.012
C24 1.806 3.951 -2.438  0.263
O6 2.455 3.033 -1.624  -0.614
H55 1.156 5.809 -2.380  0.399
H56 2.493 5.447 -1.240  0.310
H57 0.880 4.701 -0.821  0.036
H58 2.598 4.133 -3.233  0.403
H59 0.817 3.421 -2.693  -0.117
H60 1.665 2.598 -0.980  0.285
C25 -1.888 3.016 -2.827  -0.290
C26 -2.139 4.106 -3.863  -0.628
O7 -0.962 4.523 -4.518  -0.490
H61 -1.342 2.197 -3.207  0.600
H62 -2.972 2.592 -2.708  -0.025
H63 -1.541 3.652 -2.017  -0.039
H64 -2.794 4.869 -3.266  0.304
H65 -2.942 3.527 -4.514  0.247
H66 -0.485 3.730 -4.860  0.317

Values from the calculation:
gap between HOMO and LUMO: 8.865 eV
E_tot: -2145.05755 a.u.
spin multiplicity: 1
LUMO energy: -0.33 eV
relative energy (zero: lowest compared OMol25 entry of this formula, charge and spin): 3.9241 eV